C4H13NO2 | ωB97M-V/def2-TZVPD

Atoms and positions in Å:
C 0.56 -2.49 0.58
C 0.75 -1.37 -0.50
C -0.34 -0.72 -0.76
N -0.20 0.48 -1.58
C -1.44 0.81 -2.33
H 1.01 -2.24 1.64
H -0.31 -3.05 0.34
H 1.31 -3.22 0.34
H 1.74 -1.38 -0.92
H -1.36 -0.80 -0.44
H 0.67 0.38 -2.21
H -1.99 -0.08 -2.64
H -2.00 1.39 -1.65
H -1.01 1.39 -3.15
O -1.50 2.55 1.58
H -1.75 1.84 1.06
H -1.26 3.00 0.74
O 2.17 0.07 2.38
H 1.71 0.69 2.84
H 2.02 0.40 1.46

Its molecular weight is 107.15 g/mol. For the HOMO energy, the calculation gives -8.330 eV. The largest force on an atom comes out at 5.36 eV/A. For the orbital gap, the calculation gives 0.333 hartree. Its SMILES is C/C=C/NC.O.O.

Taken from the Mulliken analysis, the atomic charges in e are: atom 1 (C): -1.122, atom 2 (C): -0.594, atom 3 (C): 0.009, atom 4 (N): -0.318, atom 5 (C): -0.917, atom 6 (H): 0.247, atom 7 (H): 0.363, atom 8 (H): 0.363, atom 9 (H): 0.389, atom 10 (H): 0.399, atom 11 (H): 0.274, atom 12 (H): 0.295, atom 13 (H): 0.247, atom 14 (H): 0.374, atom 15 (O): -0.631, atom 16 (H): 0.295, atom 17 (H): 0.333, atom 18 (O): -0.618, atom 19 (H): 0.298, atom 20 (H): 0.313



C4H13NO2 | ωB97M-V/def2-TZVPD

Atoms and positions in Å:
C 0.23 1.66 0.59
C -1.17 0.97 0.48
C -1.05 -0.48 1.07
N -1.57 0.83 -0.89
C -0.68 0.40 -1.93
O 0.15 1.63 -2.42
H 1.04 0.99 0.41
H 0.45 2.49 -0.05
H 0.49 2.23 1.54
H -1.92 1.60 0.95
H -2.11 -0.98 0.89
H -0.25 -1.03 0.57
H -0.97 -0.35 2.11
H -2.44 1.34 -1.12
H 0.17 -0.38 -1.73
H -1.21 0.22 -2.87
H 0.00 2.37 -1.94
H 3.11 -4.81 1.99
H 4.34 -4.41 1.17
O 3.36 -4.29 1.19

Its molecular weight is 107.15 g/mol. For the HOMO energy (spin up / spin down), the calculation gives -13.609 / -13.609 eV. The largest force on an atom comes out at 5.41 eV/A. For the orbital gap (spin up / spin down), the calculation gives 0.379 / 0.197 hartree. Its expectation value of S² is 0.758. As for the charge: +1. As for the spin multiplicity: 2.

Taken from the Mulliken analysis, the atomic charges in e are: atom 1 (C): -1.354, atom 2 (C): 0.232, atom 3 (C): -1.146, atom 4 (N): 0.049, atom 5 (C): -0.170, atom 6 (O): -0.383, atom 7 (H): 0.379, atom 8 (H): 0.403, atom 9 (H): 0.335, atom 10 (H): 0.404, atom 11 (H): 0.327, atom 12 (H): 0.378, atom 13 (H): 0.402, atom 14 (H): 0.322, atom 15 (H): 0.217, atom 16 (H): 0.305, atom 17 (H): 0.299, atom 18 (H): 0.330, atom 19 (H): 0.332, atom 20 (O): -0.662



C4H13NO2S | ωB97M-V/def2-TZVPD

Atoms and positions in Å:
C -0.08 0.71 1.44
N 0.74 0.23 0.38
C 1.78 1.24 0.11
O 2.74 0.76 -0.83
C -1.47 0.08 1.45
C -2.40 0.40 0.27
S -2.08 -0.43 -1.35
H -0.28 1.81 1.44
H 0.36 0.74 2.45
H 0.41 0.52 -1.24
H 1.40 2.15 -0.36
H 2.21 1.49 1.09
H 2.33 -0.06 -1.17
H -1.37 -1.01 1.58
H -2.10 0.42 2.29
H -3.36 -0.10 0.55
H -2.50 1.47 0.08
H -1.96 -1.63 -0.84
H 1.70 -1.51 0.12
H 2.04 -2.91 -0.40
O 2.45 -2.12 -0.01

Its molecular weight is 139.22 g/mol. For the HOMO energy, the calculation gives -8.812 eV. The largest force on an atom comes out at 4.84 eV/A. For the orbital gap, the calculation gives 0.304 hartree.

Taken from the Mulliken analysis, the atomic charges in e are: atom 1 (C): -0.804, atom 2 (N): -0.338, atom 3 (C): -0.431, atom 4 (O): -0.492, atom 5 (C): -0.560, atom 6 (C): -0.754, atom 7 (S): -0.237, atom 8 (H): 0.381, atom 9 (H): 0.436, atom 10 (H): 0.201, atom 11 (H): 0.339, atom 12 (H): 0.352, atom 13 (H): 0.329, atom 14 (H): 0.300, atom 15 (H): 0.352, atom 16 (H): 0.344, atom 17 (H): 0.366, atom 18 (H): 0.118, atom 19 (H): 0.449, atom 20 (H): 0.319, atom 21 (O): -0.669



C4H13NO2S | ωB97M-V/def2-TZVPD

Atoms and positions in Å:
C -1.09 -1.53 -0.11
C -1.10 -0.12 -0.72
C -2.39 0.64 -0.52
S -2.66 1.30 1.17
N 0.04 0.70 -0.20
C 1.23 0.77 -1.01
O 2.21 -0.22 -0.73
H -1.23 -1.41 0.97
H -1.97 -2.05 -0.49
H -0.17 -2.07 -0.28
H -0.85 -0.21 -1.77
H -3.31 0.07 -0.68
H -2.46 1.45 -1.24
H -2.35 2.57 0.94
H 0.27 0.40 0.74
H 1.69 1.74 -0.88
H 0.91 0.61 -2.05
H 2.29 -0.37 0.22
O 3.45 -0.51 2.00
H 3.75 -1.39 1.76
H 3.75 -0.36 2.90

Its molecular weight is 139.22 g/mol. For the HOMO energy, the calculation gives -8.810 eV. The largest force on an atom comes out at 2.21 eV/A. For the orbital gap, the calculation gives 0.343 hartree. Its SMILES is C[C@@H](CS)NCO.O.

Taken from the Mulliken analysis, the atomic charges in e are: atom 1 (C): -1.495, atom 2 (C): 0.385, atom 3 (C): -0.919, atom 4 (S): -0.234, atom 5 (N): -0.286, atom 6 (C): -0.321, atom 7 (O): -0.498, atom 8 (H): 0.374, atom 9 (H): 0.387, atom 10 (H): 0.354, atom 11 (H): 0.328, atom 12 (H): 0.364, atom 13 (H): 0.365, atom 14 (H): 0.122, atom 15 (H): 0.235, atom 16 (H): 0.280, atom 17 (H): 0.296, atom 18 (H): 0.296, atom 19 (O): -0.638, atom 20 (H): 0.304, atom 21 (H): 0.301



C4H13NO3 | ωB97M-V/def2-TZVPD

Atoms and positions in Å:
O -2.54 -1.07 0.88
C -2.71 -0.30 -0.23
C -1.83 0.69 -0.41
C -0.44 0.23 -0.80
C 0.14 -1.15 -0.22
N 1.37 -1.45 -0.90
H -0.73 0.66 1.81
H -1.08 1.32 1.89
H -2.00 1.73 -0.60
H -0.33 0.21 -1.90
H 0.24 0.98 -0.35
H -0.59 -1.91 -0.52
H 0.23 -1.19 0.86
H 1.97 -0.61 -1.17
H 1.13 -2.00 -1.71
H -3.39 -1.37 1.24
H 1.88 0.67 0.58
O 1.55 0.70 1.55
H 1.94 1.48 1.94
H 2.99 1.46 -1.03
O 2.20 0.93 -0.91

Its molecular weight is 123.15 g/mol. For the HOMO energy, the calculation gives -7.707 eV. The largest force on an atom comes out at 3.77 eV/A. For the orbital gap, the calculation gives 0.171 hartree.

Taken from the Mulliken analysis, the atomic charges in e are: atom 1 (O): -0.235, atom 2 (C): -0.250, atom 3 (C): -0.244, atom 4 (C): 0.114, atom 5 (C): -1.054, atom 6 (N): -0.570, atom 7 (H): -0.239, atom 8 (H): 0.258, atom 9 (H): 0.531, atom 10 (H): 0.391, atom 11 (H): 0.251, atom 12 (H): 0.601, atom 13 (H): 0.285, atom 14 (H): 0.369, atom 15 (H): 0.238, atom 16 (H): 0.366, atom 17 (H): 0.400, atom 18 (O): -0.654, atom 19 (H): 0.279, atom 20 (H): 0.115, atom 21 (O): -0.951



C4H13NO3 | ωB97M-V/def2-TZVPD

Atoms and positions in Å:
C 2.56 -1.17 -0.25
C 1.29 -0.31 -0.26
O 0.84 -0.33 -1.62
C 0.18 -1.02 0.53
N -1.02 -0.25 0.89
C -1.96 -0.15 -0.17
O -1.77 0.89 -1.16
H 2.38 -2.23 -0.29
H 3.04 -0.96 0.70
H 3.11 -0.85 -1.12
H 1.47 0.67 0.20
H 1.06 0.40 -2.19
H 0.65 -1.36 1.46
H -0.19 -2.01 0.16
H -0.77 0.64 1.28
H -2.20 -1.05 -0.72
H -2.91 0.14 0.26
H -1.30 0.53 -1.91
O -1.48 3.23 1.37
H -1.57 2.65 2.14
H -1.42 2.54 0.70

Its molecular weight is 123.15 g/mol. For the HOMO energy, the calculation gives -9.420 eV. The largest force on an atom comes out at 2.34 eV/A. For the orbital gap, the calculation gives 0.370 hartree. Its SMILES is C[C@@H](O)CNCO.O.

Taken from the Mulliken analysis, the atomic charges in e are: atom 1 (C): -1.354, atom 2 (C): 0.571, atom 3 (O): -0.595, atom 4 (C): -1.181, atom 5 (N): -0.195, atom 6 (C): -0.471, atom 7 (O): -0.538, atom 8 (H): 0.323, atom 9 (H): 0.397, atom 10 (H): 0.358, atom 11 (H): 0.332, atom 12 (H): 0.328, atom 13 (H): 0.364, atom 14 (H): 0.474, atom 15 (H): 0.155, atom 16 (H): 0.365, atom 17 (H): 0.356, atom 18 (H): 0.306, atom 19 (O): -0.665, atom 20 (H): 0.343, atom 21 (H): 0.326



C4H13NO3 | ωB97M-V/def2-TZVPD

Atoms and positions in Å:
C -0.52 2.03 -1.11
C -0.67 0.98 -0.02
C 0.74 1.03 0.69
O 1.06 -0.04 1.57
N -0.68 -0.38 -0.63
C -1.10 -1.48 0.24
O -1.98 -1.15 1.34
H -1.31 1.87 -1.85
H -0.55 3.05 -0.72
H 0.43 1.87 -1.62
H -1.50 1.14 0.67
H 0.75 1.84 1.44
H 1.56 1.19 0.00
H 1.48 -0.75 1.09
H -1.34 -0.29 -1.40
H -1.64 -2.17 -0.40
H -0.32 -1.97 0.82
H -1.40 -0.65 1.96
O 2.45 -2.39 -0.64
H 1.53 -2.13 -0.58
H 2.99 -1.60 -0.87

Its molecular weight is 123.15 g/mol. For the HOMO energy, the calculation gives -9.671 eV. The largest force on an atom comes out at 3.25 eV/A. For the orbital gap, the calculation gives 0.381 hartree. Its SMILES is C[C@H](CO)NCO.O.

Taken from the Mulliken analysis, the atomic charges in e are: atom 1 (C): -1.411, atom 2 (C): 0.315, atom 3 (C): -0.613, atom 4 (O): -0.516, atom 5 (N): -0.291, atom 6 (C): -0.594, atom 7 (O): -0.606, atom 8 (H): 0.407, atom 9 (H): 0.346, atom 10 (H): 0.364, atom 11 (H): 0.341, atom 12 (H): 0.277, atom 13 (H): 0.338, atom 14 (H): 0.257, atom 15 (H): 0.281, atom 16 (H): 0.507, atom 17 (H): 0.289, atom 18 (H): 0.329, atom 19 (O): -0.691, atom 20 (H): 0.343, atom 21 (H): 0.329



C4H13NO3 | ωB97M-V/def2-TZVPD

Atoms and positions in Å:
C -0.57 -1.05 -1.45
O -0.59 -0.31 -2.50
C -0.31 -0.17 -0.02
C -0.59 -1.05 1.20
C -0.93 -0.18 2.42
O -0.22 2.01 -1.90
N 0.92 0.34 -0.04
H -1.52 -1.56 -1.29
H 0.24 -1.80 -1.47
H -0.34 1.05 -2.25
H -1.07 0.62 -0.06
H -1.42 -1.73 0.97
H -0.29 0.68 2.41
H -1.97 0.14 2.39
H -0.71 -0.70 3.33
H -0.32 2.62 -2.62
H 1.57 0.27 0.84
H 0.94 1.24 -0.55
H 0.32 -1.60 1.41
H 3.13 0.09 2.22
O 2.17 -0.06 2.12

Its molecular weight is 123.15 g/mol. For the HOMO energy, the calculation gives -9.008 eV. The largest force on an atom comes out at 4.90 eV/A. For the orbital gap, the calculation gives 0.193 hartree.

Taken from the Mulliken analysis, the atomic charges in e are: atom 1 (C): -0.256, atom 2 (O): -0.588, atom 3 (C): 0.044, atom 4 (C): -0.692, atom 5 (C): -1.277, atom 6 (O): -0.740, atom 7 (N): -0.154, atom 8 (H): 0.291, atom 9 (H): 0.304, atom 10 (H): 0.387, atom 11 (H): 0.412, atom 12 (H): 0.418, atom 13 (H): 0.376, atom 14 (H): 0.381, atom 15 (H): 0.353, atom 16 (H): 0.291, atom 17 (H): 0.351, atom 18 (H): 0.294, atom 19 (H): 0.445, atom 20 (H): 0.194, atom 21 (O): -0.835



C4H13NO3 | ωB97M-V/def2-TZVPD

Atoms and positions in Å:
C 2.63 -1.49 1.39
C 1.38 -0.71 1.15
O 1.52 0.28 0.20
C 0.22 -1.59 0.60
N -1.03 -0.81 0.42
C -1.07 -0.12 -0.91
O -0.56 1.23 -0.77
H 3.56 -0.92 1.64
H 3.01 -1.76 0.42
H 2.58 -2.34 2.04
H 1.12 -0.16 2.16
H 1.86 -0.13 -0.57
H 0.16 -2.48 1.21
H 0.48 -2.11 -0.34
H -1.20 -0.10 1.11
H -0.55 -0.63 -1.70
H -2.17 0.11 -1.03
H 0.29 1.04 -0.40
O -4.02 4.41 -2.55
H -4.80 3.83 -2.33
H -3.43 4.45 -1.75

Its molecular weight is 123.15 g/mol. For the HOMO energy, the calculation gives -8.859 eV. The largest force on an atom comes out at 4.04 eV/A. For the orbital gap, the calculation gives 0.354 hartree. Its SMILES is C[C@@H](O)CNCO.O.

Taken from the Mulliken analysis, the atomic charges in e are: atom 1 (C): -1.415, atom 2 (C): 0.462, atom 3 (O): -0.632, atom 4 (C): -0.811, atom 5 (N): -0.360, atom 6 (C): -0.356, atom 7 (O): -0.591, atom 8 (H): 0.353, atom 9 (H): 0.368, atom 10 (H): 0.361, atom 11 (H): 0.175, atom 12 (H): 0.383, atom 13 (H): 0.371, atom 14 (H): 0.283, atom 15 (H): 0.300, atom 16 (H): 0.315, atom 17 (H): 0.281, atom 18 (H): 0.514, atom 19 (O): -0.654, atom 20 (H): 0.323, atom 21 (H): 0.330



C4H13NO3 | ωB97M-V/def2-TZVPD

Atoms and positions in Å:
C 0.54 -1.39 -1.22
C -0.43 -0.23 -0.96
O -1.73 -0.89 -0.99
C -0.27 0.38 0.41
N -1.22 1.47 0.58
C -0.63 -0.66 1.52
O -0.21 -0.02 2.75
H -0.12 -2.21 -1.51
H 1.20 -1.10 -2.05
H 1.21 -1.69 -0.41
H -0.56 0.46 -1.79
H -2.37 -0.23 -0.73
H 0.80 0.67 0.60
H -1.15 2.24 -0.06
H -1.38 1.63 1.56
H -0.22 -1.66 1.40
H -1.71 -0.75 1.69
H 0.29 -0.65 3.26
O 2.98 1.46 -1.10
H 2.16 0.96 -1.19
H 2.83 2.19 -1.74

Its molecular weight is 123.15 g/mol. For the HOMO energy, the calculation gives -9.368 eV. The largest force on an atom comes out at 2.36 eV/A. For the orbital gap, the calculation gives 0.370 hartree. Its SMILES is C[C@@H](O)[C@@H](N)CO.O.

Taken from the Mulliken analysis, the atomic charges in e are: atom 1 (C): -1.437, atom 2 (C): -0.102, atom 3 (O): -0.602, atom 4 (C): 0.625, atom 5 (N): -0.633, atom 6 (C): -0.776, atom 7 (O): -0.533, atom 8 (H): 0.422, atom 9 (H): 0.426, atom 10 (H): 0.303, atom 11 (H): 0.464, atom 12 (H): 0.327, atom 13 (H): 0.096, atom 14 (H): 0.172, atom 15 (H): 0.216, atom 16 (H): 0.470, atom 17 (H): 0.292, atom 18 (H): 0.299, atom 19 (O): -0.653, atom 20 (H): 0.309, atom 21 (H): 0.313



C4H13NO3 | ωB97M-V/def2-TZVPD

Atoms and positions in Å:
C 1.38 0.93 -0.95
C 0.80 0.20 0.26
O 1.97 -0.20 1.02
C 0.13 -1.04 -0.29
N 0.39 -2.43 0.09
C -1.49 -0.36 -0.17
O -2.38 -1.35 -0.31
H 0.77 0.86 -1.84
H 2.40 0.76 -0.77
H 1.30 1.96 -0.76
H 0.15 0.71 0.93
H 1.69 -0.51 1.89
H 0.15 -1.06 -1.42
H -0.11 -2.70 0.75
H 1.32 -2.88 0.20
H -1.72 0.09 0.82
H -1.64 0.41 -0.90
H -2.13 -1.97 -1.07
O -0.64 2.73 0.89
H -1.14 3.27 1.46
H -1.19 2.58 0.15

Its molecular weight is 123.15 g/mol. For the HOMO energy, the calculation gives -8.983 eV. The largest force on an atom comes out at 9.85 eV/A. For the orbital gap, the calculation gives 0.350 hartree. Its SMILES is C[C@H](O)[C@@H](N)CO.O.

Taken from the Mulliken analysis, the atomic charges in e are: atom 1 (C): -1.518, atom 2 (C): 0.115, atom 3 (O): -0.608, atom 4 (C): 0.040, atom 5 (N): -0.583, atom 6 (C): -0.351, atom 7 (O): -0.583, atom 8 (H): 0.387, atom 9 (H): 0.450, atom 10 (H): 0.341, atom 11 (H): 0.546, atom 12 (H): 0.304, atom 13 (H): 0.242, atom 14 (H): 0.136, atom 15 (H): 0.220, atom 16 (H): 0.291, atom 17 (H): 0.215, atom 18 (H): 0.369, atom 19 (O): -0.579, atom 20 (H): 0.268, atom 21 (H): 0.295



C4H13NO3 | ωB97M-V/def2-TZVPD

Atoms and positions in Å:
C 2.18 1.52 0.04
N 0.82 1.38 0.57
C -0.30 0.98 -0.27
C 0.02 -0.32 -1.07
C -1.26 -0.59 -1.84
O -1.36 -0.57 -3.04
H 2.81 1.63 0.91
H 2.17 2.40 -0.60
H 2.52 0.57 -0.36
H 0.58 2.15 1.21
H -0.61 1.82 -0.91
H -1.14 0.80 0.40
H 0.81 -0.09 -1.78
H 0.22 -1.09 -0.35
H -2.18 -0.68 -1.25
H -0.61 -1.24 1.85
H -1.90 -2.10 1.94
O -1.44 -1.44 1.40
H 1.01 0.03 2.15
H 1.53 -0.53 3.41
O 0.99 -0.80 2.66

Its molecular weight is 123.15 g/mol. For the HOMO energy (spin up / spin down), the calculation gives -13.453 / -13.433 eV. The largest force on an atom comes out at 2.63 eV/A. For the orbital gap (spin up / spin down), the calculation gives 0.358 / 0.175 hartree. Its expectation value of S² is 0.754. As for the charge: +1. As for the spin multiplicity: 2.

Taken from the Mulliken analysis, the atomic charges in e are: atom 1 (C): -0.810, atom 2 (N): -0.044, atom 3 (C): -0.848, atom 4 (C): -0.408, atom 5 (C): -0.261, atom 6 (O): -0.425, atom 7 (H): 0.369, atom 8 (H): 0.350, atom 9 (H): 0.386, atom 10 (H): 0.353, atom 11 (H): 0.393, atom 12 (H): 0.514, atom 13 (H): 0.515, atom 14 (H): 0.428, atom 15 (H): 0.388, atom 16 (H): 0.357, atom 17 (H): 0.310, atom 18 (O): -0.567, atom 19 (H): 0.286, atom 20 (H): 0.354, atom 21 (O): -0.640



Relative energy (zero: lowest compared OMol25 entry of this formula, charge and spin) across the listed records, respectively: 286.6, 239.2, 419.5, 54.8, 922.6, 195.5, 198.0, 653.7, 260.8, 188.6, 437.2, 175.7 kJ/mol.